{
  "formula": "C4H9NO",
  "method": "wB97M-V/def2-TZVPD",
  "energy_ha": -287.67020,
  "homo_lumo_gap_ev": 7.7,
  "e_above_lowest_kcal_mol": 101.8,
  "lumo_ev": 0.072,
  "molar_mass_g_mol": 87.12,
  "symbols": ["H", "C", "C", "H", "H", "H", "C", "H", "H", "H", "H", "H", "C", "N", "O"],
  "xyz": [[1.086002, -0.682958, 2.567047], [0.563150, -1.463473, 1.999426], [0.551224, -0.836429, 0.677309], [-0.423023, -1.604149, 2.444448], [-0.783828, 1.909932, -2.608665], [1.166445, -2.369475, 2.047229], [0.114589, 0.494720, -1.207074], [1.443616, -0.848976, 0.034554], [-0.524421, 2.541536, -0.994256], [-1.925531, 1.502203, -1.293086], [-0.070534, -0.967061, -1.635869], [-1.315002, -0.113099, 0.477353], [-0.869239, 1.651529, -1.550506], [-0.330968, -0.026579, 0.254125], [1.317519, 0.812279, -1.212034]],
  "forces_ev_per_angstrom": [[0.03, -0.26, 0.34], [0.01, -0.11, 0.32], [0.04, 0.73, 0.72], [0.07, -0.02, -0.07], [-0.07, -0.21, 0.11], [-0.12, 0.04, -0.05], [-0.15, -1.25, -1.20], [-0.07, 0.09, 0.27], [0.05, -0.51, -0.08], [0.15, -0.30, -0.15], [-0.40, 3.25, -0.44], [0.03, 0.31, 0.66], [0.06, -0.36, -0.14], [0.25, -1.17, -0.20], [0.12, -0.23, -0.07]]
}

{
  "formula": "C4H9NO",
  "method": "wB97M-V/def2-TZVPD",
  "energy_ha": -287.64042,
  "homo_lumo_gap_ev": 9.5,
  "e_above_lowest_kcal_mol": 120.5,
  "lumo_ev": 0.971,
  "molar_mass_g_mol": 87.12,
  "symbols": ["H", "N", "C", "H", "H", "O", "H", "H", "H", "H", "C", "C", "C", "H", "H"],
  "xyz": [[0.389942, 1.772390, 0.091419], [1.170404, -1.702741, 0.426499], [0.854142, -0.880126, 1.605313], [-2.754221, 0.381784, -0.932940], [2.051546, -1.059095, 0.029925], [-0.858799, 0.153104, -0.262111], [0.804837, 0.784820, -1.317617], [-0.218910, -0.828927, 1.778792], [-1.497475, 0.768787, -2.144246], [0.358111, -1.743385, -0.189423], [1.432018, 0.019353, 0.592324], [-1.772445, 0.839287, -1.079982], [0.436788, 0.733497, -0.279566], [-1.830580, 1.904089, -0.807076], [1.434642, -1.142838, 2.488688]],
  "forces_ev_per_angstrom": [[0.01, -0.15, -0.02], [-0.04, -0.13, -0.14], [-0.09, 0.01, 0.20], [0.15, 0.07, -0.05], [0.07, -0.19, -0.14], [0.02, -0.03, 0.06], [-0.06, -0.02, 0.14], [0.16, 0.02, -0.01], [-0.02, 0.01, 0.17], [0.11, 0.00, 0.09], [-0.26, 0.31, 0.09], [-0.19, 0.12, -0.15], [0.21, 0.08, -0.05], [0.00, -0.16, -0.03], [-0.08, 0.06, -0.16]]
}

{
  "formula": "C4H9NO",
  "method": "wB97M-V/def2-TZVPD",
  "energy_ha": -287.55786,
  "homo_lumo_gap_ev": 8.4,
  "e_above_lowest_kcal_mol": 172.3,
  "lumo_ev": 1.018,
  "molar_mass_g_mol": 87.12,
  "symbols": ["N", "C", "H", "H", "H", "H", "H", "H", "O", "C", "H", "C", "H", "H", "C"],
  "xyz": [[-0.412625, 0.811533, -0.048811], [-0.447972, -0.517742, -0.688810], [-2.475872, 1.224905, 0.034888], [-0.043486, -0.549023, -1.700501], [2.435394, 0.623863, 1.180988], [2.124176, -1.086541, 0.894981], [-2.594908, -0.093124, -1.139670], [0.274227, 0.387764, 1.908169], [2.263824, 0.012430, -0.799394], [1.869143, -0.081507, 0.543864], [-2.391006, -0.462552, 0.615403], [0.412839, 0.206511, 0.831566], [-0.716326, -1.492904, -0.271874], [1.832970, 0.798829, -1.162710], [-2.130385, 0.217560, -0.198088]],
  "forces_ev_per_angstrom": [[0.45, 0.05, 0.21], [-0.08, -0.10, -0.55], [-0.03, -0.23, -0.06], [0.00, -0.24, 0.05], [-0.01, -0.08, -0.22], [0.13, 0.08, -0.11], [0.05, -0.04, 0.07], [-0.25, -0.31, -0.03], [-0.10, 0.19, -0.14], [0.05, -0.20, 0.29], [0.11, 0.08, -0.16], [0.08, 0.29, 0.23], [0.02, 0.60, 0.39], [0.12, -0.08, 0.02], [-0.53, -0.01, 0.01]]
}

{
  "formula": "C4H9NO",
  "method": "wB97M-V/def2-TZVPD",
  "energy_ha": -287.77453,
  "homo_lumo_gap_ev": 10.2,
  "e_above_lowest_kcal_mol": 36.3,
  "lumo_ev": 0.897,
  "molar_mass_g_mol": 87.12,
  "symbols": ["C", "H", "H", "O", "C", "C", "H", "H", "H", "H", "H", "C", "H", "H", "N"],
  "xyz": [[-1.590540, 1.157282, -0.161091], [0.950743, 0.212206, 1.581722], [1.845470, -1.301135, 1.496908], [1.237206, -1.026989, -1.379574], [1.541990, -0.423605, 0.934263], [0.752517, -0.868195, -0.281052], [-1.583592, 1.355310, 0.902703], [-2.533457, 0.829776, -0.575464], [0.364921, 1.914343, -0.526332], [-1.007013, -1.831595, -0.714207], [-0.784004, -1.514877, 1.006909], [-0.540307, 1.462346, -0.937858], [2.429003, 0.105817, 0.614293], [-0.589834, 1.345108, -2.007995], [-0.493103, -1.415793, 0.046775]],
  "forces_ev_per_angstrom": [[0.77, 1.16, -0.76], [-0.13, 0.15, 0.17], [0.00, -0.18, 0.01], [-0.24, 0.83, -0.15], [-0.17, 0.45, -0.42], [-0.51, -2.57, 1.09], [0.10, -0.14, 0.09], [0.05, -0.26, -0.07], [-0.21, -0.27, -0.12], [-0.05, -0.05, 0.30], [-0.07, 0.07, -0.34], [-1.06, 0.61, 0.75], [0.15, 0.10, -0.06], [0.11, -0.11, -0.14], [1.27, 0.21, -0.37]]
}

{
  "formula": "C4H9NO",
  "method": "wB97M-V/def2-TZVPD",
  "energy_ha": -287.60996,
  "homo_lumo_gap_ev": [9.2, 8.0],
  "e_above_lowest_kcal_mol": 139.6,
  "lumo_ev": [1.025, 0.341],
  "molar_mass_g_mol": 87.12,
  "symbols": ["C", "C", "H", "O", "H", "H", "H", "N", "H", "C", "H", "C", "H", "H", "H"],
  "xyz": [[-1.539164, -0.452759, 0.304700], [1.192757, -0.400376, 0.043785], [2.420021, 0.763776, 1.472060], [-0.011664, 1.622352, 0.137403], [0.975566, -1.280095, 0.616157], [-3.293096, 0.001494, 1.225840], [1.425035, -0.830565, -0.927943], [-0.041346, 0.408965, 0.081879], [-2.466916, 1.495002, 0.459376], [2.516261, 0.246548, 0.440631], [-3.419572, 0.063548, -0.553112], [-2.711209, 0.376409, 0.268617], [3.303621, -0.425024, 0.602301], [-1.354174, -1.455927, -0.202987], [2.955145, 1.050728, -0.232297]],
  "forces_ev_per_angstrom": [[6.36, 0.65, -1.72], [1.01, -0.41, -0.49], [-0.01, -0.64, -1.57], [0.20, 1.54, 0.16], [0.04, -0.31, 0.76], [0.70, 1.00, -1.50], [-0.79, 0.30, -0.72], [-4.12, -3.78, 0.18], [-0.51, -1.91, -0.82], [-0.80, 3.52, 1.92], [0.78, 1.05, 0.46], [-2.03, 0.10, 2.07], [0.83, -1.54, -0.07], [-0.56, 1.44, 0.88], [-1.09, -1.02, 0.48]]
}

{
  "formula": "C4H9NO",
  "method": "wB97M-V/def2-TZVPD",
  "energy_ha": -287.82776,
  "homo_lumo_gap_ev": 10.7,
  "e_above_lowest_kcal_mol": 2.9,
  "lumo_ev": 0.929,
  "molar_mass_g_mol": 87.12,
  "symbols": ["C", "C", "O", "H", "N", "H", "H", "H", "C", "H", "C", "H", "H", "H", "H"],
  "xyz": [[-1.538976, 0.402593, 0.520373], [2.195176, 0.025170, -0.494783], [-1.760786, 1.584446, 0.722883], [-0.048717, -1.184083, 0.800314], [-2.564673, -0.476833, 0.323004], [0.363580, -0.488092, -1.541942], [0.326679, 0.465007, 1.362835], [-2.450043, -1.426750, 0.009820], [0.691038, 0.174767, -0.729731], [2.459958, -0.991459, -0.179654], [-0.110064, -0.117518, 0.547038], [-3.486390, -0.064517, 0.330793], [2.767600, 0.254781, -1.399775], [2.527748, 0.712755, 0.291898], [0.473095, 1.200233, -1.046781]],
  "forces_ev_per_angstrom": [[0.05, 0.13, 0.02], [0.02, -0.01, 0.01], [-0.02, -0.24, -0.12], [-0.09, 0.18, -0.02], [0.00, 0.12, -0.02], [0.05, 0.10, 0.13], [0.13, -0.22, 0.00], [0.11, 0.18, 0.12], [-0.10, 0.07, -0.05], [-0.08, 0.14, -0.05], [-0.02, -0.01, 0.07], [0.09, -0.19, -0.12], [-0.11, -0.05, 0.12], [-0.05, -0.11, -0.12], [0.02, -0.11, 0.03]]
}

{
  "formula": "C4H9NO",
  "method": "wB97M-V/def2-TZVPD",
  "energy_ha": -287.72509,
  "homo_lumo_gap_ev": 10.6,
  "e_above_lowest_kcal_mol": 67.4,
  "lumo_ev": 1.056,
  "molar_mass_g_mol": 87.12,
  "symbols": ["C", "H", "H", "H", "C", "H", "O", "H", "H", "C", "C", "H", "H", "N", "H"],
  "xyz": [[-0.898749, 0.675297, 1.135977], [0.011396, 0.639780, 2.008838], [1.277940, -0.816448, 0.802781], [-2.008802, 0.820418, 1.581325], [0.564104, -0.627182, -0.021574], [0.987564, -2.524802, -0.817449], [-0.550596, 1.567944, 0.059751], [1.556962, 1.498383, -0.263910], [0.426787, -1.318260, -1.992564], [-0.842435, -0.694131, 0.535764], [0.660500, 0.857933, -0.512311], [-1.129260, -1.580104, 1.247064], [-1.623461, -0.710939, -0.270922], [1.087938, -1.536616, -1.128194], [0.389556, 0.933236, -1.702953]],
  "forces_ev_per_angstrom": [[-0.54, 0.21, 2.81], [-2.66, 0.72, -1.83], [-0.35, 0.33, -0.20], [2.83, 0.46, -0.89], [1.99, -0.62, -1.11], [-0.17, 0.99, -0.61], [1.19, -1.82, 1.08], [-0.81, -1.14, -0.26], [1.78, -1.16, 2.23], [-1.42, -1.71, -0.25], [-2.08, 1.42, -2.26], [0.97, 1.69, -1.12], [0.75, -0.12, 0.38], [-2.68, 1.13, -0.75], [1.23, -0.36, 2.78]]
}

{
  "formula": "C4H9NO",
  "method": "wB97M-V/def2-TZVPD",
  "energy_ha": -287.69530,
  "homo_lumo_gap_ev": 10.4,
  "e_above_lowest_kcal_mol": 86.1,
  "lumo_ev": 1.147,
  "molar_mass_g_mol": 87.12,
  "symbols": ["H", "H", "H", "C", "H", "H", "C", "O", "C", "H", "H", "C", "H", "H", "N"],
  "xyz": [[-0.705965, 2.197495, 1.145089], [-0.610134, -0.376415, 2.235657], [-1.547646, -0.450594, 0.005083], [0.737912, -1.430125, -1.389603], [-0.201203, -1.939870, -1.715871], [1.472089, -2.201814, -1.236366], [0.355040, 0.728344, 0.119279], [-1.035378, 0.485539, 2.137137], [-0.694763, -0.052735, -0.513869], [0.682029, 1.656436, 2.103243], [0.963631, 1.430057, -0.455607], [-0.125560, 1.311055, 1.449171], [-0.802260, 0.140648, -1.577176], [0.987489, -0.765193, -2.230804], [0.524719, -0.732827, -0.075364]],
  "forces_ev_per_angstrom": [[0.29, -0.18, 0.13], [-0.07, 0.01, 0.05], [-0.58, 0.73, 0.09], [0.98, -0.24, 0.14], [0.68, 0.29, 0.60], [0.64, -0.19, -0.27], [-0.29, 0.31, -0.22], [0.28, -0.25, 0.17], [-1.02, 0.74, 0.16], [0.09, -0.16, 0.01], [-0.21, -0.21, -0.15], [0.43, 0.16, -0.03], [-0.19, -0.34, 0.03], [0.31, -0.04, 0.28], [-1.35, -0.63, -0.99]]
}

Q: What is the formula in the second record?
A: C4H9NO

Q: Which formula does entry 1 have?
A: C4H9NO

Q: What is the formula in the first record?
A: C4H9NO